Formula: C2H12O3S2
Source: OMol25
Level of theory: ωB97M-V/def2-TZVPD

Last column: Mulliken charge in e.
CARTESIAN COORDINATES (ANGSTROEM)
C 0.2470 -1.3656 -1.9078  -0.83
C 0.0650 -2.7349 -1.2825  -0.66
S 1.4171 -3.2576 -0.1366  -0.05
S 1.1760 -2.0015 1.4823  -0.15
H 1.2407 -1.2267 -2.3155  0.29
H -0.4848 -1.2427 -2.7082  0.29
H 0.1178 -0.5851 -1.1708  0.26
H -0.8161 -2.7853 -0.6542  0.38
H 0.0659 -3.5349 -2.0172  0.34
H 0.3472 -1.1064 0.9297  0.12
O -2.9369 1.7592 5.7131  -0.64
H -3.0028 1.4402 4.8069  0.32
H -3.7472 2.2912 5.8009  0.32
O 1.1116 2.2400 3.1752  -0.63
H 1.0864 1.5336 3.8340  0.32
H 2.0427 2.4997 3.1858  0.32
O 0.5589 2.8255 -5.2298  -0.64
H 0.4177 3.2193 -6.1068  0.32
H 1.0937 2.0320 -5.3985  0.32

- Largest force on an atom: 1.1 eV/A
- SMILES: CCSS.O.O.O
- Total charge: 0
- LUMO: 0.0149 Eh
- Kohn-Sham gap: 8.47 eV
- ΔE to the lowest compared entry with this formula, charge and spin: 1.118 eV